Record 1
Below is C11H23ClCoI2NP2S as an isolated structure, with properties calculated with ωB97M-V/def2-TZVPD.

Values from the calculation:
Net charge   +2
Energy above the lowest of the compared OMol25 structures with the same formula, charge and spin   2.556 eV
Multiplicity   5
HOMO-LUMO gap (alpha / beta)   5.89 / 5.13 eV
E_HOMO (alpha / beta)   -14.122 / -14.340 eV
Total energy   -4006.16060 Ha
Strongest force on any atom   4.6 eV/Å
Expectation value of S²   6.054

```
42
Properties=species:S:1:pos:R:3:forces:R:3
I 0.3328 1.5203 2.6005 -1.3 4.2 1.4
I 1.9706 -1.4725 1.6687 -1.1 -2.3 -1.4
Co -0.2515 0.4993 -2.9017 0.0 -0.2 -2.1
P -2.0922 0.6482 -1.9110 -2.6 -0.1 0.8
C -2.7306 0.7077 -0.2167 0.0 -0.2 0.1
C -2.8487 2.0614 -2.7589 0.3 0.6 0.0
H -3.9151 1.9405 -2.8843 -0.3 -0.2 -0.1
H -3.8285 -0.8768 -2.6710 -0.2 -0.1 -0.2
H -2.3732 2.2575 -3.7391 -0.3 -0.1 0.5
H -2.2901 -1.1204 -3.6078 -0.5 0.1 0.6
H -2.2128 1.5390 0.3121 -0.6 -0.6 -0.2
H -2.7087 2.9426 -2.1066 0.1 -0.3 -0.3
C -2.7460 -0.9128 -2.6143 0.5 -0.2 0.2
H -3.8359 0.8741 -0.3029 0.9 -0.2 0.4
H -2.4486 -1.7077 -1.9028 -0.2 0.2 -0.4
H -2.4841 -0.2805 0.2540 -0.5 1.0 -0.3
P 1.5721 0.7443 -1.8951 3.8 0.4 1.1
C 2.4596 1.0909 -0.3631 -0.3 -0.8 1.2
C 2.2035 -0.8593 -2.5271 -0.2 -0.4 -0.2
H 1.7446 2.1782 -3.8566 0.3 0.0 0.2
H 3.3428 2.0433 -3.0591 -0.1 -0.4 0.0
H 2.0980 3.0384 -2.3475 -0.1 -0.3 -0.1
C 2.2643 2.0921 -2.8885 -0.2 0.8 -0.8
H 1.6977 -1.1012 -3.4823 0.3 0.1 0.3
H 3.2801 -0.9144 -2.6857 0.0 0.3 -0.1
H 3.4526 1.5118 -0.4369 0.2 0.2 -0.7
H 2.5602 0.1855 0.2597 0.0 1.0 -1.0
H 1.9453 -1.6598 -1.8221 -0.1 0.2 0.0
H 1.8594 1.7483 0.2560 0.0 0.4 -0.1
Cl -0.2481 0.3331 -5.0274 0.0 0.0 -0.3
S -0.4636 -0.9434 1.9758 1.4 -3.6 -1.7
C -0.0755 -0.3975 3.6446 0.1 0.2 0.7
N -1.0379 -1.1734 4.4916 0.6 0.0 -0.1
C -0.6088 -2.3429 5.0243 0.8 1.2 -0.9
C 0.7805 -2.5887 5.1446 -0.7 -0.3 -0.1
C 1.7210 -1.6297 4.7943 -0.2 0.6 0.9
C 1.3354 -0.5099 4.0909 0.2 -1.3 0.5
H -2.0375 -1.2178 4.2493 0.7 0.8 0.0
H -1.4133 -3.0557 5.2138 0.5 0.1 0.4
H 1.1249 -3.5736 5.3855 -0.1 -0.3 0.6
H 2.7842 -1.7353 5.0160 -0.3 -0.3 -0.1
H 2.1211 0.1168 3.6264 -1.0 -0.2 1.3
```
Forces are in eV/Å.

=====

Record 2
Below is C11H23ClI2NP2Pt as an isolated structure, with properties calculated with ωB97M-V/def2-TZVPD.

Values from the calculation:
Net charge   +3
Energy above the lowest of the compared OMol25 structures with the same formula, charge and spin   1.085 eV
Multiplicity   5
HOMO-LUMO gap (alpha / beta)   4.44 / 4.41 eV
E_HOMO (alpha / beta)   -17.376 / -19.073 eV
Total energy   -2344.18631 Ha
Strongest force on any atom   2.6 eV/Å
Expectation value of S²   6.014

```
41
Properties=species:S:1:pos:R:3:forces:R:3
I 3.1487 2.2808 -1.6675 2.2 -1.5 0.0
I 4.8447 0.1660 -1.2335 -1.1 1.7 -0.4
Pt -0.0610 -0.6695 0.2139 -0.9 -0.4 0.6
P 0.8011 -0.1938 2.2878 0.8 0.0 1.8
C 2.2548 0.8650 2.1180 0.3 0.0 0.0
C -0.5176 0.7151 3.1717 -0.2 0.0 -0.4
H -0.2266 0.8305 4.2236 0.0 -0.1 -0.2
H 1.3722 -1.3427 4.3738 -0.1 0.1 -0.4
H -1.4411 0.1237 3.1123 0.2 0.1 0.1
H 0.4699 -2.3970 3.2280 0.3 0.3 0.1
H 2.0482 1.6783 1.4144 -0.1 0.0 0.3
H -0.7076 1.7089 2.7433 0.2 -0.3 0.0
C 1.2500 -1.6267 3.3162 0.1 -0.1 -0.2
H 2.5766 1.2750 3.0907 -0.1 -0.1 -0.3
H 2.2030 -2.0408 2.9597 -0.3 0.1 0.1
H 3.0577 0.2518 1.6861 -0.1 0.1 0.3
P -0.1283 -1.8101 -1.7487 0.0 -1.3 -1.5
C 1.1046 -1.1301 -2.8601 0.4 0.1 -0.3
C 0.1037 -3.5970 -1.6308 0.2 -0.1 0.2
H -2.5301 -1.7844 -1.6631 0.1 -0.1 -0.2
H -1.9464 -2.1572 -3.3133 0.1 0.0 0.1
H -1.9408 -0.4772 -2.7191 0.1 -0.2 0.1
C -1.7926 -1.5256 -2.4328 -0.1 0.4 0.4
H -0.4493 -3.9800 -0.7625 0.1 0.1 -0.3
H -0.2412 -4.1044 -2.5434 0.0 0.3 0.2
H 0.9597 -1.4874 -3.8925 0.1 0.1 0.3
H 2.0928 -1.4373 -2.4933 -0.2 -0.1 -0.2
H 1.1710 -3.8140 -1.4963 -0.2 0.0 0.0
H 1.0733 -0.0359 -2.8245 -0.2 -0.2 -0.2
Cl -1.4869 -2.2921 1.2065 -0.2 0.5 -0.1
C -2.0186 3.6132 -0.7598 -0.6 -0.6 0.2
C -2.8312 2.5555 -0.3088 0.0 -0.1 0.0
C -2.2714 1.3087 -0.0287 0.8 0.7 -0.4
N -0.9422 1.1484 -0.2564 -0.3 0.2 0.2
C -0.1452 2.1456 -0.6833 -0.1 0.2 0.0
C -0.6583 3.4081 -0.9374 0.6 0.1 -0.1
H -2.4689 4.5780 -0.9780 0.1 -0.1 0.1
H -3.9012 2.7001 -0.1873 0.2 0.0 0.1
H -2.7705 0.4097 0.3647 -0.1 0.7 -0.3
H 0.9446 1.9177 -0.8144 -1.6 0.0 0.3
H 0.0003 4.2232 -1.2751 -0.4 -0.4 0.2
```
Forces are in eV/Å.

=====

Record 3
Below is a 6-piece molecular cluster, C11H23ClN10O9 overall, with properties calculated with ωB97M-V/def2-TZVPD.

Values from the calculation:
Net charge   0
Multiplicity   1
HOMO-LUMO gap   6.87 eV
E_HOMO   -9.165 eV
Total energy   -2117.85594 Ha
Strongest force on any atom   9.8 eV/Å

```
54
Properties=species:S:1:pos:R:3:forces:R:3
O -2.8531 -1.9615 -1.8557 1.7 -8.4 4.5
C -2.6189 -3.1432 -1.2259 -1.2 6.3 -3.2
Cl -4.0051 -3.9406 -0.2178 2.7 1.1 -1.7
C -1.1822 -3.9254 -1.3389 0.6 0.1 0.1
C 0.0490 -3.2449 -0.4970 2.6 -1.2 4.3
C 0.6621 -3.8772 0.7326 -1.3 1.7 -3.1
C 1.8966 -2.9748 1.3246 1.3 -0.9 3.1
O 2.6563 -3.1345 2.4121 -5.3 1.5 -8.0
O 1.9732 -1.8389 0.3564 -1.7 -1.2 -0.4
C 0.9246 -1.8764 -0.7167 -0.5 2.5 -3.1
O 0.8190 -0.9289 -1.6856 1.2 -6.9 6.9
H -0.8387 -3.9633 -2.4773 -1.0 0.2 2.5
H -1.3253 -5.0125 -0.9265 0.3 2.2 -0.8
H 0.3068 -4.9160 1.1873 1.0 2.7 -0.9
N -0.1463 3.9226 -1.5022 -0.3 1.6 0.2
C 0.5101 2.7538 -1.3892 0.1 -0.5 -0.1
N -0.1535 1.6908 -1.8782 -0.2 -0.8 -0.3
O 1.6179 2.6651 -0.8837 0.4 0.2 0.3
H -1.0589 4.0157 -1.9152 0.2 0.0 0.1
H 0.3181 4.7479 -1.1463 -0.2 -0.3 -0.2
H 0.3054 0.7915 -1.8130 -0.2 0.3 0.0
H -1.0662 1.7440 -2.2980 0.2 0.0 0.1
N 3.6633 -1.4829 -4.6261 -0.6 -1.4 -1.0
C 4.4289 -0.5329 -4.0594 0.8 0.6 0.1
N 3.8391 0.1306 -3.0487 -0.2 0.8 0.9
O 5.5664 -0.2925 -4.4322 0.1 -0.1 -0.1
H 2.7246 -1.6954 -4.3332 0.2 0.1 0.0
H 4.0693 -2.0060 -5.3909 -0.2 0.2 0.3
H 4.3811 0.8541 -2.5945 -0.3 -0.2 -0.1
H 2.9036 -0.0531 -2.7275 0.1 0.1 0.0
N 3.1608 5.1300 0.4597 -1.4 -0.1 -0.2
C 4.5048 5.1013 0.4082 0.3 -0.8 -0.6
N 5.1115 6.0823 1.1004 1.2 1.1 0.7
O 5.1235 4.2539 -0.2160 0.1 0.1 0.1
H 2.6336 5.8196 0.9682 0.2 -0.1 -0.1
H 2.6651 4.4090 -0.0480 0.0 -0.2 0.1
H 6.1230 6.0971 1.0879 -0.4 0.0 0.0
H 4.6192 6.7889 1.6204 0.1 -0.2 -0.1
N -8.2360 -1.5123 1.2567 -1.5 -0.3 -0.2
C -6.8920 -1.5410 1.2053 0.4 -0.6 -0.4
N -6.2853 -0.5600 1.8975 1.1 0.9 0.6
O -6.2733 -2.3884 0.5810 -0.2 0.1 0.1
H -8.7632 -0.8227 1.7652 0.1 -0.1 -0.1
H -8.7318 -2.2333 0.7490 0.2 0.3 0.2
H -5.2739 -0.5452 1.8850 -0.4 0.0 0.0
H -6.7777 0.1466 2.4175 0.1 -0.2 -0.1
N -1.2614 -1.1087 4.9065 -0.8 -0.3 1.2
C -0.8167 -1.1877 3.6393 0.0 -0.2 -0.4
N 0.1407 -0.2960 3.3265 0.9 0.6 -0.7
O -1.2472 -2.0024 2.8383 0.0 -0.3 -0.3
H -0.9193 -0.4448 5.5805 0.0 -0.1 -0.1
H -1.9824 -1.7621 5.1831 0.3 0.3 -0.1
H 0.5031 -0.3216 2.3823 0.0 0.1 0.4
H 0.5079 0.3823 3.9723 0.0 -0.1 -0.1
```
Forces are in eV/Å.

=====

Record 4
Below is C11H23F5GdNO3P2Te as an isolated structure, with properties calculated with ωB97M-V/def2-TZVPD.

Values from the calculation:
Net charge   +2
Energy above the lowest of the compared OMol25 structures with the same formula, charge and spin   0.783 eV
Multiplicity   8
HOMO-LUMO gap (alpha / beta)   8.77 / 5.09 eV
E_HOMO (alpha / beta)   -15.152 / -16.155 eV
Total energy   -2928.52069 Ha
Strongest force on any atom   3.3 eV/Å
Expectation value of S²   16.128

```
47
Properties=species:S:1:pos:R:3:forces:R:3
Gd 0.6851 1.0235 0.2591 0.1 0.0 1.1
P 2.4941 -1.4405 0.4111 2.6 -2.0 -0.1
C 2.3625 -1.8652 -1.2894 -1.0 2.3 -1.2
C 1.1748 -1.6062 -1.9710 0.0 0.6 0.0
N 0.1434 -0.8819 -1.3936 -0.6 -1.1 0.2
C -1.1088 -1.1704 -1.8220 -0.1 0.8 1.3
C -1.3368 -2.0049 -2.9158 0.1 -0.6 -0.5
C -0.2581 -2.4813 -3.6627 -0.6 0.3 -0.3
C 1.0169 -2.1883 -3.2464 0.1 -0.5 0.0
C -2.3129 -0.6388 -1.0336 0.9 0.1 -0.2
P -2.1965 1.2154 -0.6784 -1.3 -1.0 -0.4
H 1.9116 -2.5139 -3.7664 -0.2 -0.2 -0.1
H -2.3652 -2.2889 -3.1306 0.3 0.1 -0.2
H -0.4246 -3.0772 -4.5479 0.0 0.0 -0.1
H -3.2555 -0.8508 -1.5794 0.6 0.3 0.3
H -2.3890 -1.1397 -0.0454 0.3 0.2 -0.5
H 2.4293 3.0820 -2.0205 -0.2 1.6 -1.5
H 3.2224 -1.9438 -1.9402 0.5 -0.6 0.4
H -1.5623 4.9885 -2.7691 1.0 0.0 0.2
O 2.4828 2.3761 -1.4204 -0.2 -2.0 2.0
H 3.0459 2.6802 -0.6929 0.0 0.1 -0.1
H -0.6533 2.7035 0.0571 -1.6 1.4 -0.3
O -0.6492 4.7286 -2.5118 -0.8 0.1 0.1
H -0.3095 5.4583 -1.9720 -0.2 -0.1 -0.2
C -2.9002 1.8519 -2.2243 0.2 0.3 -0.3
H -3.9328 1.5095 -2.3302 0.1 0.0 0.0
H -2.8750 2.9431 -2.2194 0.0 -0.1 0.0
H -2.3158 1.5047 -3.0784 0.0 0.1 0.0
C -3.6740 1.2901 0.3886 0.1 0.4 0.6
H -3.7972 2.3114 0.7564 -0.1 -0.1 0.0
H -4.5789 1.0093 -0.1644 0.3 0.0 0.0
H -3.5726 0.6257 1.2509 0.1 0.2 -0.2
C 2.3796 -3.1225 1.0679 -0.9 -0.1 0.6
H 3.3997 -3.5043 1.1419 0.0 0.1 0.1
H 1.8521 -3.1790 2.0203 0.2 -0.1 0.1
H 1.8348 -3.7091 0.3218 0.0 0.1 0.3
C 4.2384 -0.9306 0.6875 -0.4 1.0 0.4
H 4.3102 -0.4144 1.6556 0.1 -0.2 -0.2
H 4.8703 -1.8275 0.6967 -0.3 0.1 -0.1
H 4.5647 -0.2311 -0.0923 -0.2 -0.2 0.2
F -0.1108 -2.1278 2.7136 -0.3 0.6 0.1
Te -1.1100 -0.6561 3.3970 -1.1 -1.4 0.0
F 2.2986 1.6392 1.4141 -0.3 -0.7 -0.6
F -1.7440 -2.0578 4.6550 0.5 1.2 -1.2
F -2.8438 -0.8977 2.6304 1.2 0.1 0.4
F -0.0844 3.3521 0.4658 0.3 -0.8 -0.1
O -0.6554 0.1907 1.6778 0.7 -0.1 0.0
```
Forces are in eV/Å.

=====

Record 5
Below is a 2-piece molecular cluster, C11H23FNO3 overall, with properties calculated with ωB97M-V/def2-TZVPD.

Values from the calculation:
Net charge   +1
Energy above the lowest of the compared OMol25 structures with the same formula, charge and spin   0.518 eV
Multiplicity   1
HOMO-LUMO gap   9.43 eV
E_HOMO   -12.454 eV
Total energy   -813.02487 Ha
Strongest force on any atom   0.3 eV/Å

```
39
Properties=species:S:1:pos:R:3:forces:R:3
C 0.4420 0.6683 -0.0017 0.0 0.1 -0.1
C 0.3354 2.0917 -0.5219 0.1 0.1 0.0
F 1.5259 2.4314 -1.1757 -0.2 -0.1 0.1
C -0.7511 2.3169 -1.5786 0.1 -0.1 0.0
C -2.2142 2.2584 -1.1204 -0.1 0.0 -0.1
C -2.5395 1.8296 0.3028 0.1 -0.1 0.1
O -3.9187 1.9785 0.5481 -0.1 0.1 0.0
C -4.6955 1.1094 -0.2388 -0.1 0.0 0.0
C -4.4612 1.3242 -1.7266 0.0 -0.1 0.0
N -2.9851 1.2843 -2.0002 0.0 -0.1 0.1
H -0.0683 0.5502 0.9539 0.0 0.0 0.0
H 1.4887 0.4131 0.1481 0.0 0.0 0.0
H 0.0442 -0.0582 -0.7154 0.1 0.0 0.0
H 0.2272 2.8058 0.3026 0.1 0.0 -0.1
H -0.5777 1.5628 -2.3563 0.0 0.0 0.0
H -0.5657 3.2842 -2.0446 0.0 0.0 0.0
H -2.7151 3.2148 -1.2817 0.1 0.0 0.0
H -2.2382 0.7866 0.4707 0.0 0.0 0.0
H -2.0105 2.4530 1.0203 0.0 0.0 0.0
H -4.5048 0.0612 0.0336 0.1 0.1 0.0
H -5.7405 1.3285 -0.0269 0.0 -0.1 0.1
H -4.9333 0.5355 -2.3118 0.0 0.0 0.0
H -4.8258 2.2910 -2.0672 0.1 0.0 0.1
H -2.6312 0.3436 -1.7984 0.0 0.0 -0.1
H -2.7907 1.4653 -2.9861 0.0 0.0 0.0
O 1.7773 -2.2705 -0.5141 -0.1 0.0 0.1
C 2.4437 -2.6005 0.4333 0.1 0.1 -0.1
O 2.9567 -1.6256 1.2099 -0.1 0.0 0.0
C 3.7671 -1.8906 2.3703 0.0 0.0 0.0
C 5.2010 -2.1950 2.0008 0.0 0.0 0.0
C 2.7498 -4.0473 0.7271 0.0 0.0 0.0
H 3.3201 -2.6815 2.9712 0.0 0.0 0.0
H 3.7054 -0.9700 2.9475 0.0 0.0 0.0
H 5.2817 -3.1109 1.4152 0.0 0.0 0.0
H 5.7968 -2.3184 2.9053 0.0 0.0 0.0
H 5.6228 -1.3764 1.4188 0.0 0.0 0.0
H 3.5944 -4.3408 0.1025 0.0 0.0 0.0
H 1.8909 -4.6388 0.4232 0.0 0.0 0.0
H 2.9962 -4.2639 1.7611 0.0 0.0 0.0
```
Forces are in eV/Å.

=====

Q: What is the strongest force on any atom in the fifth record?
A: 0.3 eV/Å